one | Molecular formula: C4H3NO2S
Method: DFT, ωB97M-V with the def2-TZVPD basis set

```
! wB97M-V def2-TZVPD RIJCOSX def2/J DEFGRID3
* xyz 0 1
S -0.60670 -0.07460 -2.11771
O 1.11023 2.13830 -0.57714
O 3.08947 -1.50247 0.66417
N 1.51381 0.07351 1.48241
C 0.56915 1.23147 -0.15984
C -0.56102 0.34438 -0.44368
C -1.57957 0.02055 0.44541
C 2.30932 -0.69818 1.04671
H -1.78869 -0.96474 -2.00836
H -2.41336 -0.68770 0.13550
H -1.64263 0.11947 1.53253
*
```

Values from the calculation:
Kohn-Sham gap ... 0.296 Eh

These are the Löwdin partial charges, in e, on atoms 1 to 2: number 1, S, carries 0.8200; number 2, O, carries 0.2588

two | Molecular formula: C4H3NO2S
Method: DFT, ωB97M-V with the def2-TZVPD basis set

```
! wB97M-V def2-TZVPD RIJCOSX def2/J DEFGRID3
* xyz 0 1
S -2.88920 -0.45543 -0.24781
O 2.07954 -1.32310 -0.36520
O 1.38348 0.82296 -0.15663
N 0.30036 1.76109 -0.10485
C 1.02011 -0.48270 0.02022
C -1.40148 -0.11812 0.03029
C -0.86789 1.27814 -0.03656
C -0.23642 -0.93143 0.42465
H -0.51274 -1.95132 0.42798
H -1.62535 2.06140 0.11666
H 2.74962 -0.66149 -0.10874
*
```

Values from the calculation:
Kohn-Sham gap ... 0.308 Eh
SMILES ... Oc1cc(=S)cno1

These are the Löwdin partial charges, in e, on atoms 1 to 2: number 1, S, carries 0.7878; number 2, O, carries 0.0995

Most favorable structure: two. The second most favorable one is 2.5 kcal/mol above it.